(1)
Formula: C39H85N11O10P
Source: the Open Molecules 2025 dataset
Level of theory: ωB97M-V/def2-TZVPD

Geometry (Å):
C  -4.301  -1.880  -1.029
C  -3.349  -2.476  -2.185
P  -1.958  -3.606  -1.596
C  -2.660  -5.099  -0.607
C  -2.901  -4.621  0.938
N  -0.883  -2.800  -0.412
C  -1.018  -1.441  0.049
C  -0.066  -0.802  1.126
C  1.075  -1.710  1.722
C  1.234  -3.161  1.184
C  0.201  -3.634  0.106
H  -5.221  -2.543  -0.807
H  -4.748  -0.894  -1.443
H  -3.779  -1.661  -0.038
H  -4.031  -3.132  -2.855
H  -3.011  -1.612  -2.859
H  -3.601  -5.531  -1.084
H  -1.788  -5.859  -0.547
H  -3.763  -5.230  1.394
H  -1.935  -4.728  1.566
H  -3.163  -3.499  0.988
H  -1.842  -0.769  -0.360
H  -0.235  0.278  1.445
H  1.758  -1.279  2.523
H  2.031  -3.908  1.551
H  0.323  -4.711  -0.286
C  -0.781  0.552  -2.772
O  -0.989  1.637  -2.259
N  -0.276  0.351  -4.019
C  -0.057  -0.977  -4.556
C  0.055  1.503  -4.837
H  -0.997  -0.388  -2.238
H  1.002  -1.095  -4.795
H  -0.652  -1.095  -5.465
H  -0.349  -1.744  -3.836
H  0.802  2.108  -4.317
H  -0.843  2.108  -4.984
H  0.447  1.186  -5.804
C  5.012  0.522  -2.206
O  4.396  0.234  -3.216
N  4.669  0.142  -0.941
C  5.452  0.523  0.218
C  3.484  -0.669  -0.752
H  5.927  1.134  -2.241
H  5.805  -0.380  0.722
H  4.821  1.100  0.900
H  6.311  1.129  -0.073
H  3.595  -1.600  -1.315
H  2.615  -0.127  -1.138
H  3.336  -0.894  0.305
C  -3.351  5.253  1.485
O  -3.559  6.337  1.996
N  -2.844  5.055  0.235
C  -2.624  3.729  -0.305
C  -2.514  6.209  -0.580
H  -3.567  4.312  2.018
H  -1.564  3.613  -0.544
H  -3.218  3.612  -1.215
H  -2.915  2.960  0.413
H  -1.768  6.814  -0.058
H  -3.414  6.812  -0.725
H  -2.121  5.896  -1.548
C  -0.002  -6.761  3.087
O  -0.616  -7.018  2.063
N  -0.352  -7.171  4.336
C  0.429  -6.824  5.507
C  -1.545  -7.980  4.502
H  0.917  -6.154  3.074
H  0.774  -7.742  5.989
H  -0.200  -6.262  6.201
H  1.293  -6.216  5.235
H  -1.440  -8.897  3.917
H  -2.409  -7.424  4.128
H  -1.696  -8.229  5.552
C  -2.612  -10.408  -1.483
O  -1.593  -10.859  -1.968
N  -2.668  -9.556  -0.418
C  -3.924  -9.059  0.104
C  -1.431  -9.136  0.212
H  -3.606  -10.663  -1.886
H  -3.930  -7.968  0.040
H  -4.021  -9.364  1.150
H  -4.768  -9.456  -0.463
H  -0.807  -8.630  -0.529
H  -0.898  -10.018  0.576
H  -1.634  -8.460  1.044
C  5.114  -5.192  -0.970
O  5.660  -5.357  0.103
N  3.849  -5.602  -1.282
C  3.262  -5.368  -2.586
C  3.070  -6.293  -0.275
H  5.619  -4.677  -1.804
H  2.357  -4.765  -2.467
H  3.005  -6.328  -3.039
H  3.958  -4.840  -3.239
H  2.958  -5.643  0.598
H  3.602  -7.200  0.023
H  2.085  -6.558  -0.664
C  -0.148  9.842  -0.012
O  0.105  8.752  0.471
N  -1.143  10.675  0.406
C  -1.384  11.959  -0.219
C  -1.988  10.261  1.511
H  0.432  10.251  -0.855
H  -1.273  12.747  0.530
H  -2.400  11.976  -0.620
H  -0.677  12.138  -1.032
H  -1.366  10.092  2.393
H  -2.487  9.325  1.250
H  -2.734  11.026  1.729
C  4.505  8.630  3.765
O  5.055  8.460  4.838
N  3.240  8.226  3.455
C  2.652  8.467  2.151
C  2.457  7.534  4.459
H  5.010  9.146  2.932
H  1.751  9.071  2.273
H  2.391  7.509  1.696
H  3.351  8.995  1.498
H  2.346  8.180  5.334
H  2.984  6.625  4.760
H  1.473  7.276  4.067
C  8.363  9.778  0.507
O  8.656  10.405  -0.492
N  8.288  8.417  0.590
C  7.930  7.739  1.819
C  8.576  7.626  -0.590
H  8.126  10.282  1.458
H  8.751  7.080  2.113
H  7.028  7.147  1.647
H  7.741  8.455  2.621
H  9.595  7.838  -0.924
H  7.881  7.904  -1.387
H  8.476  6.562  -0.372
C  -7.668  -4.894  -1.402
O  -7.011  -4.509  -0.449
N  -8.352  -4.089  -2.263
C  -9.114  -4.623  -3.375
C  -8.319  -2.654  -2.061
H  -7.761  -5.964  -1.645
H  -8.715  -4.216  -4.308
H  -10.160  -4.329  -3.265
H  -9.050  -5.712  -3.405
H  -7.282  -2.309  -2.109
H  -8.719  -2.422  -1.071
H  -8.909  -2.146  -2.824

net charge	+1
HOMO	-10.172	eV
multiplicity	1
Kohn-Sham gap	0.2051	Eh



(2)
Formula: C39H86ClF3N2O12P
Source: the Open Molecules 2025 dataset
Level of theory: ωB97M-V/def2-TZVPD

Geometry (Å):
C  2.242  -2.569  4.744
C  1.449  -1.426  4.074
N  1.118  -1.283  2.683
P  2.104  -1.404  1.244
Cl  2.581  -3.574  1.601
C  3.179  -1.511  -0.388
C  3.998  -2.776  -0.600
O  5.147  -2.861  -0.308
C  0.599  -2.069  0.210
C  -0.332  -3.070  0.859
O  -0.310  -4.214  0.611
O  -1.436  -2.628  1.652
C  -1.368  -3.004  2.979
C  -0.920  -4.346  3.515
O  -1.766  -2.223  3.761
C  3.775  -0.996  2.147
C  3.993  0.210  3.001
O  4.163  1.346  2.676
N  4.298  -0.083  4.409
C  4.019  1.034  5.293
C  5.664  -0.578  4.550
C  1.786  0.424  0.686
C  0.447  1.039  1.057
O  0.098  1.957  -0.015
C  0.356  1.858  2.378
F  1.417  1.855  3.159
F  0.047  3.138  2.143
F  -0.664  1.365  3.122
H  1.577  -3.357  5.136
H  3.031  -3.083  4.191
H  2.714  -2.153  5.647
H  0.483  -1.485  4.614
H  1.803  -0.470  4.510
H  0.137  -1.084  2.561
H  3.809  -0.623  -0.547
H  2.555  -1.475  -1.307
H  3.565  -3.655  -1.126
H  0.020  -1.284  -0.303
H  0.952  -2.704  -0.609
H  -1.524  -4.632  4.377
H  0.152  -4.396  3.732
H  -1.090  -5.135  2.766
H  4.624  -1.001  1.447
H  4.015  -1.888  2.733
H  3.718  0.607  6.270
H  4.909  1.652  5.523
H  3.198  1.681  4.980
H  6.385  0.093  4.047
H  5.732  -1.619  4.214
H  5.903  -0.583  5.624
H  2.664  1.076  0.766
H  1.680  0.317  -0.407
H  -0.394  0.333  1.061
H  -0.862  2.075  0.005
C  -0.735  7.144  -2.679
C  -1.082  5.710  -2.317
O  -0.107  4.768  -2.725
C  1.196  4.937  -2.182
C  1.238  4.865  -0.668
H  -0.585  7.238  -3.757
H  -1.538  7.819  -2.376
H  0.181  7.479  -2.190
H  -2.007  5.429  -2.826
H  -1.279  5.616  -1.244
H  1.638  5.874  -2.544
H  1.804  4.131  -2.596
H  0.648  5.659  -0.205
H  2.265  4.960  -0.311
H  0.836  3.912  -0.322
C  -2.801  4.642  2.651
C  -3.552  5.903  2.258
O  -3.759  6.034  0.860
C  -4.504  5.003  0.237
C  -5.910  4.842  0.789
H  -1.834  4.604  2.150
H  -2.638  4.617  3.729
H  -3.347  3.738  2.377
H  -2.968  6.773  2.559
H  -4.507  5.971  2.792
H  -3.955  4.056  0.287
H  -4.564  5.270  -0.819
H  -5.907  4.567  1.845
H  -6.444  4.063  0.243
H  -6.465  5.777  0.696
C  1.004  7.802  -9.012
C  1.206  6.309  -8.820
O  1.456  5.936  -7.477
C  0.441  6.250  -6.535
C  -0.897  5.599  -6.836
H  1.875  8.354  -8.653
H  0.854  8.031  -10.069
H  0.134  8.170  -8.465
H  2.081  5.994  -9.392
H  0.356  5.744  -9.219
H  0.337  7.337  -6.441
H  0.799  5.889  -5.570
H  -1.309  5.930  -7.792
H  -1.620  5.845  -6.056
H  -0.791  4.514  -6.883
C  -4.021  -5.205  0.942
C  -3.404  -6.544  0.594
O  -3.130  -7.359  1.725
C  -4.242  -7.719  2.521
C  -5.307  -8.502  1.772
H  -3.363  -4.661  1.620
H  -4.170  -4.608  0.041
H  -4.990  -5.320  1.433
H  -2.446  -6.367  0.104
H  -4.023  -7.093  -0.125
H  -4.672  -6.829  2.995
H  -3.847  -8.338  3.329
H  -5.742  -7.923  0.956
H  -6.115  -8.784  2.450
H  -4.880  -9.409  1.340
C  1.052  -6.901  8.064
C  -0.136  -6.432  7.240
O  0.047  -6.569  5.844
C  0.272  -7.882  5.362
C  -0.862  -8.847  5.662
H  1.954  -6.358  7.774
H  0.866  -6.733  9.126
H  1.251  -7.965  7.925
H  -0.294  -5.367  7.420
H  -1.055  -6.940  7.556
H  1.225  -8.267  5.742
H  0.385  -7.790  4.281
H  -1.014  -8.981  6.735
H  -0.648  -9.826  5.230
H  -1.798  -8.476  5.241
C  1.677  2.818  -8.941
C  0.259  2.377  -8.627
O  -0.159  1.229  -9.347
C  0.600  0.051  -9.139
C  0.617  -0.422  -7.696
H  1.786  3.019  -10.010
H  1.923  3.724  -8.386
H  2.411  2.056  -8.675
H  -0.431  3.176  -8.906
H  0.130  2.218  -7.551
H  1.619  0.185  -9.518
H  0.139  -0.719  -9.761
H  1.076  0.310  -7.030
H  1.181  -1.352  -7.609
H  -0.400  -0.596  -7.340

net charge	-1
HOMO	-5.294	eV
multiplicity	1
Kohn-Sham gap	0.2724	Eh



- Which of these has the highest Kohn-Sham gap?
  C39H86ClF3N2O12P